Record 1
This record from the Open Molecules 2025 dataset describes 2 unconnected molecules or ions with the total composition C10H19NO2S at a distorted geometry. The level of theory is ωB97M-V/def2-TZVPD.

```
33
Properties=species:S:1:pos:R:3:nbo_charge:R:1
C -2.43 1.36 1.08 -0.39
C -1.30 0.86 1.92 -0.40
C -2.05 1.08 -0.41 -0.38
C -0.14 1.47 1.24 -0.42
C 0.76 -0.74 -1.91 -0.48
C -0.44 1.26 -0.31 -0.28
C 0.37 -1.27 -0.52 -0.30
C 0.31 0.13 -0.81 0.09
C -0.45 -3.60 -0.74 -0.61
C -0.87 -2.18 -0.27 -0.39
N 3.62 2.24 0.22 -0.99
O 3.19 -0.13 1.20 -0.86
O 3.61 0.10 -1.21 -0.88
S 2.98 0.59 -0.04 1.95
H -3.56 1.27 1.29 0.22
H -2.30 2.41 1.27 0.18
H -1.47 1.19 2.93 0.21
H -1.38 -0.21 1.96 0.20
H -2.28 -0.02 -0.59 0.20
H -2.45 1.74 -1.04 0.20
H -0.23 2.48 1.51 0.20
H 0.67 0.97 1.65 0.23
H 1.88 -0.69 -2.13 0.25
H 0.08 -0.85 -2.78 0.21
H -0.17 2.11 -0.98 0.21
H 1.24 -1.66 0.06 0.21
H 0.51 -3.82 -0.18 0.21
H -0.39 -3.44 -1.85 0.21
H -1.29 -4.24 -0.57 0.21
H -1.03 -2.11 0.80 0.20
H -1.70 -1.84 -0.79 0.19
H 3.77 2.65 -0.75 0.39
H 2.93 2.89 0.75 0.40
```

Electronic energy ... -27092.0710 eV
⟨S²⟩ ... 2.011
Spin multiplicity ... 3
LUMO (alpha / beta) ... 0.0146 / -0.0881 Ha
HOMO energy (alpha / beta) ... -6.78 / -9.93 eV



Record 2
This record from the Open Molecules 2025 dataset describes a molecular structure, C19H29B2F6NO20Tl at a distorted geometry. The level of theory is ωB97M-V/def2-TZVPD.

```
78
Properties=species:S:1:pos:R:3:mulliken_charge:R:1
Tl 2.38 2.00 0.41 1.01
B 0.74 -0.57 0.36 2.63
H 1.80 -0.69 0.16 -0.32
H 0.41 0.26 -0.25 -1.30
H 0.22 -1.51 0.32 -0.91
H 0.74 -0.20 1.38 -0.55
B 5.13 0.73 0.85 0.54
H 4.48 -0.13 0.85 -0.09
H 5.07 1.22 -0.12 -0.10
H 4.73 1.40 1.59 -0.14
H 6.14 0.39 0.97 -0.10
C -0.46 2.43 6.32 -0.43
C -0.84 3.78 5.82 0.23
O -0.92 3.55 4.45 -0.30
C -0.31 2.44 4.06 0.49
O -0.03 2.15 2.90 -0.31
O 0.04 1.75 5.23 -0.25
F 0.21 4.64 6.03 -0.30
H -1.31 1.88 6.73 0.33
H 0.29 2.64 7.09 0.27
H -1.74 4.24 6.23 0.27
C -2.89 -1.61 0.99 0.00
C -2.43 -0.53 1.93 1.30
O -2.05 -1.25 3.05 -0.43
C -1.63 -2.47 2.68 0.56
O -1.22 -3.31 3.48 -0.58
O -2.08 -2.71 1.42 -0.33
F -3.34 0.33 2.23 -0.36
H -2.49 -1.45 -0.01 -0.13
H -3.98 -1.74 1.00 0.28
H -1.57 0.01 1.53 -0.40
C -2.21 1.87 -3.74 -0.13
C -1.36 0.78 -4.49 0.20
O -0.15 0.74 -3.74 0.06
C 0.02 1.84 -3.02 0.57
O 0.98 2.10 -2.34 -0.52
O -1.11 2.60 -3.12 -0.39
F -1.18 1.18 -5.74 -0.35
H -2.92 1.26 -3.18 0.02
H -2.83 2.46 -4.41 0.36
H -1.71 -0.24 -4.35 0.22
C -0.77 -2.37 -2.52 -0.05
C -0.31 -3.61 -1.84 0.82
O 0.31 -4.39 -2.81 -0.37
C 0.22 -3.85 -4.07 0.46
O 0.61 -4.34 -5.12 -0.59
O -0.30 -2.60 -3.91 -0.37
F -1.44 -4.29 -1.58 -0.38
H -0.26 -1.47 -2.15 -0.18
H -1.85 -2.28 -2.45 0.37
H 0.14 -3.46 -0.86 0.04
C 3.20 -2.44 -3.97 -0.33
C 3.28 -1.19 -4.71 0.23
O 3.83 -0.28 -3.73 -0.34
C 3.37 -0.67 -2.58 0.39
O 3.29 0.08 -1.64 -0.57
O 2.77 -1.81 -2.74 -0.20
F 2.11 -0.63 -5.10 -0.19
H 4.21 -2.82 -3.88 0.34
H 2.62 -3.23 -4.46 0.19
H 3.96 -1.22 -5.56 0.29
C -4.31 3.13 0.31 -0.60
C -4.11 1.77 -0.40 0.51
O -2.64 1.68 -0.57 -0.02
C -2.05 2.60 0.17 0.40
O -0.84 2.72 0.26 -0.32
O -3.01 3.36 0.80 -0.39
F -4.75 1.87 -1.60 -0.35
H -4.99 3.07 1.17 0.30
H -4.67 3.94 -0.32 0.28
H -4.51 0.90 0.13 0.11
C 2.18 -2.11 3.22 -0.36
N 2.51 -0.72 3.71 0.85
O 2.87 0.20 2.97 -0.43
O 2.51 -0.63 4.91 -0.56
H 2.27 -2.82 4.04 0.34
H 2.81 -2.36 2.36 0.17
H 1.12 -1.99 3.00 -0.09
```

Electronic energy ... -84952.0347 eV
⟨S²⟩ ... 0.754
Spin multiplicity ... 2
LUMO (alpha / beta) ... 0.0066 / -0.1712 Ha
HOMO energy (alpha / beta) ... -9.11 / -9.03 eV



Record 3
This record from the Open Molecules 2025 dataset describes a molecular structure, C43H36Br2ClN4O4PtSb at a distorted geometry. The level of theory is ωB97M-V/def2-TZVPD.

```
92
Properties=species:S:1:pos:R:3:mulliken_charge:R:1
Pt -0.63 -1.15 0.95 2.35
C -0.62 1.55 4.09 -1.27
O -0.87 1.22 2.72 0.91
C -1.50 2.13 1.95 -0.04
C -2.05 3.31 2.41 -0.35
C -2.66 4.18 1.51 -0.67
Br -3.41 5.78 2.16 -0.15
C -2.71 3.90 0.17 -1.48
C -2.13 2.71 -0.31 1.75
C -1.54 1.80 0.58 -0.54
O -0.96 0.69 0.10 0.30
C -2.09 2.48 -1.74 0.33
N -1.43 1.50 -2.36 1.04
C -1.57 1.62 -3.74 0.64
C -1.06 0.87 -4.79 -0.56
C -1.41 1.29 -6.06 -0.75
C -2.23 2.41 -6.27 -0.54
C -2.73 3.15 -5.22 -1.10
C -2.37 2.73 -3.95 0.32
N -2.67 3.24 -2.68 -0.02
H -1.56 1.71 4.62 0.40
H 0.00 2.45 4.15 0.37
H -0.10 0.70 4.50 0.18
H -2.00 3.58 3.45 0.66
H -3.16 4.62 -0.50 0.47
H -0.91 0.81 -1.82 -0.79
H -0.42 0.01 -4.62 0.45
H -1.04 0.74 -6.92 0.45
H -2.47 2.70 -7.28 0.42
H -3.36 4.02 -5.39 0.47
H -3.24 4.04 -2.49 0.23
Cl -0.01 -3.87 4.69 -0.13
C 1.30 -3.30 3.63 -0.58
C 0.65 -2.40 2.64 -0.52
O 0.41 -1.18 2.81 -0.58
O 0.22 -2.88 1.51 -0.75
H 1.76 -4.15 3.14 0.39
H 2.03 -2.74 4.22 0.36
Br -5.43 -3.93 4.76 -0.14
C -4.18 -3.13 3.60 -0.11
C -3.78 -1.82 3.81 -0.81
C -2.84 -1.25 2.97 -0.25
C -2.28 -1.98 1.93 0.32
C -2.70 -3.28 1.71 -0.04
C -3.65 -3.86 2.55 -0.78
H -4.21 -1.25 4.62 0.50
H -2.56 -0.21 3.13 0.24
H -2.30 -3.89 0.92 0.28
H -3.97 -4.87 2.38 0.48
C 2.96 -0.02 -4.63 -0.50
C 3.41 0.96 -3.75 -0.78
C 3.04 0.93 -2.42 -0.63
C 2.21 -0.09 -1.94 0.98
C 1.76 -1.06 -2.83 -0.39
C 2.13 -1.03 -4.17 -0.75
Sb 1.88 -0.41 0.11 0.26
C 3.46 -1.68 0.68 1.02
C 3.41 -2.99 0.23 -0.54
C 4.45 -3.88 0.50 -0.70
C 5.54 -3.45 1.24 -0.58
C 5.60 -2.14 1.70 -0.76
C 4.57 -1.25 1.42 -0.71
C 2.19 1.47 1.02 0.98
C 2.66 1.56 2.33 -0.32
C 2.80 2.80 2.93 -1.12
C 2.43 3.96 2.25 -0.62
C 1.93 3.87 0.96 -0.86
C 1.81 2.63 0.35 -0.37
H 3.26 0.01 -5.67 0.44
H 4.06 1.75 -4.11 0.46
H 3.42 1.69 -1.74 0.46
H 1.11 -1.86 -2.48 0.20
H 1.79 -1.81 -4.84 0.48
H 2.56 -3.34 -0.35 0.27
H 4.40 -4.89 0.14 0.44
H 6.35 -4.13 1.45 0.42
H 6.46 -1.80 2.27 0.45
H 4.64 -0.23 1.78 0.50
H 2.91 0.67 2.89 0.51
H 3.18 2.87 3.94 0.46
H 2.54 4.92 2.72 0.43
H 1.65 4.76 0.42 0.48
H 1.42 2.57 -0.66 0.37
N -2.40 -3.31 -1.99 0.02
C -3.27 -2.25 -1.99 -1.03
C -2.72 -1.32 -1.18 -0.39
N -1.51 -1.80 -0.72 1.33
C -1.36 -3.03 -1.20 -1.12
H -2.51 -4.18 -2.49 0.25
H -4.19 -2.26 -2.55 0.48
H -3.07 -0.33 -0.92 0.58
H -0.53 -3.68 -0.99 0.59
```

Electronic energy ... -221703.8747 eV
Net charge ... +2
LUMO ... -0.2196 Ha
HOMO energy ... -12.88 eV



Record 4
This record from the Open Molecules 2025 dataset describes 3 unconnected molecules or ions with the total composition C9H24O3 at a distorted geometry. The level of theory is ωB97M-V/def2-TZVPD.

```
36
Properties=species:S:1:pos:R:3:nbo_charge:R:1
C -35.99 -4.03 -9.75 -0.63
C -35.03 -5.10 -10.20 0.10
C -34.16 -4.84 -11.49 -0.63
O -34.22 -5.30 -9.01 -0.73
H -35.39 -3.12 -9.80 0.19
H -36.35 -4.20 -8.73 0.22
H -36.79 -3.92 -10.48 0.21
H -35.75 -5.87 -10.50 0.17
H -33.33 -5.53 -11.64 0.23
H -33.73 -3.84 -11.44 0.20
H -34.82 -4.89 -12.36 0.21
H -34.13 -4.46 -8.55 0.46
C -29.42 -0.05 -18.53 -0.64
C -30.68 0.03 -17.60 0.10
C -31.84 -0.70 -18.23 -0.63
O -30.37 -0.58 -16.41 -0.72
H -28.60 0.64 -18.29 0.20
H -29.78 0.36 -19.47 0.20
H -29.00 -1.05 -18.64 0.21
H -30.92 1.08 -17.44 0.15
H -32.42 -0.16 -18.98 0.21
H -32.62 -0.88 -17.48 0.22
H -31.55 -1.63 -18.71 0.21
H -29.80 -0.03 -15.87 0.47
C -38.84 4.71 -14.69 -0.64
C -37.71 4.70 -13.61 0.11
C -36.75 3.55 -13.56 -0.63
O -37.02 5.92 -13.76 -0.74
H -39.11 3.66 -14.77 0.21
H -38.37 5.09 -15.60 0.22
H -39.66 5.29 -14.27 0.21
H -38.14 4.68 -12.62 0.14
H -36.12 3.60 -12.67 0.22
H -36.25 3.76 -14.50 0.21
H -37.23 2.57 -13.50 0.21
H -37.59 6.66 -13.55 0.47
```

Electronic energy ... -15862.9345 eV
SMILES ... CC(C)O.CC(C)O.CC(C)O
LUMO ... 0.0300 Ha
HOMO energy ... -9.96 eV



Record 5
This record from the Open Molecules 2025 dataset describes 4 unconnected molecules or ions with the total composition C4H19N3O3 at a distorted geometry. The level of theory is ωB97M-V/def2-TZVPD.

```
29
Properties=species:S:1:pos:R:3:nbo_charge:R:1
C -2.16 0.55 1.28 -0.63
C -1.69 -0.43 0.19 -0.04
N -2.41 -0.02 -1.10 -0.87
C -0.19 -0.55 0.00 -0.27
N 0.40 -0.67 1.36 -0.66
C 1.33 -1.82 1.52 -0.05
N 2.73 -1.49 1.47 -0.87
H -1.80 0.12 2.21 0.24
H -1.78 1.56 1.10 0.20
H -3.22 0.68 1.32 0.21
H -2.14 -1.38 0.52 0.18
H -3.16 0.63 -0.87 0.37
H -2.84 -0.87 -1.45 0.37
H 0.11 -1.33 -0.71 0.20
H 0.24 0.28 -0.56 0.19
H 0.90 0.20 1.52 0.37
H 1.16 -2.63 0.80 0.18
H 1.08 -2.21 2.50 0.18
H 3.02 -0.97 0.65 0.38
H 3.13 -1.09 2.30 0.36
O 0.23 2.62 -0.67 -0.95
H -0.07 2.51 -1.58 0.49
H -0.13 1.81 -0.25 0.47
O 2.90 1.05 -0.76 -0.97
H 2.09 1.59 -0.90 0.50
H 3.46 1.22 -1.50 0.47
O -0.42 0.47 -2.98 -1.03
H 0.31 -0.12 -3.15 0.48
H -1.07 0.28 -2.26 0.50
```

Electronic energy ... -15068.5150 eV
SMILES ... C[C@@H](N)CNCN.O.O.O
LUMO ... 0.0265 Ha
HOMO energy ... -8.62 eV



Record 6
This record from the Open Molecules 2025 dataset describes a single C3H4ClN molecule at a distorted geometry. The level of theory is ωB97M-V/def2-TZVPD.

```
9
Properties=species:S:1:pos:R:3:nbo_charge:R:1
C -1.48 0.97 -0.37 -0.01
N -0.94 -0.17 -0.40 -0.44
C 0.04 -0.75 0.24 0.12
C 1.71 -0.27 0.23 -0.41
Cl -0.14 -2.41 0.61 0.03
H -2.24 1.16 -1.11 0.18
H -1.25 1.74 0.36 0.16
H 2.42 -1.01 0.49 0.20
H 1.89 0.74 -0.07 0.19
```

Electronic energy ... -17184.2903 eV
SMILES ... C=NC(=C)Cl
LUMO (alpha / beta) ... -0.0094 / -0.0093 Ha
HOMO energy (alpha / beta) ... -8.56 / -7.67 eV



Record 7
This record from the Open Molecules 2025 dataset describes a single C16H14N4O molecule at a distorted geometry. The level of theory is ωB97M-V/def2-TZVPD.

```
35
Properties=species:S:1:pos:R:3:nbo_charge:R:1
C 1.38 -0.05 2.52 -0.65
C 0.69 -0.81 1.40 0.15
N 1.57 -1.70 0.78 -0.35
C 1.36 -2.53 -0.21 0.17
C 2.53 -3.19 -0.63 -0.17
C 2.55 -4.14 -1.64 -0.22
C 1.37 -4.46 -2.30 -0.18
C 0.18 -3.84 -1.92 -0.19
C 0.16 -2.86 -0.89 0.16
N -1.04 -2.37 -0.70 -0.39
C -1.42 -1.38 0.15 0.55
O -2.59 -1.06 0.04 -0.61
C -0.67 -0.58 1.14 0.15
N -1.41 0.46 1.79 -0.43
N -0.88 1.78 1.78 -0.48
C -1.02 2.66 0.70 0.24
C -0.17 3.78 0.53 -0.29
C -0.37 4.71 -0.51 -0.19
C -1.38 4.44 -1.43 -0.25
C -2.19 3.32 -1.33 -0.18
C -2.02 2.42 -0.26 -0.30
H 1.68 0.90 2.12 0.22
H 2.31 -0.56 2.81 0.24
H 0.80 0.12 3.45 0.22
H 3.44 -2.97 -0.14 0.22
H 3.49 -4.59 -1.97 0.22
H 1.38 -5.20 -3.12 0.22
H -0.72 -4.09 -2.46 0.24
H -2.45 0.36 1.71 0.43
H -0.19 2.08 2.47 0.38
H 0.58 3.97 1.30 0.20
H 0.26 5.57 -0.58 0.22
H -1.56 5.08 -2.30 0.21
H -2.96 3.14 -2.09 0.22
H -2.71 1.58 -0.22 0.24
```

Electronic energy ... -24823.7724 eV
SMILES ... Cc1nc2ccccc2nc(=O)c1NNc1ccccc1
LUMO ... -0.0718 Ha
HOMO energy ... -8.10 eV



Record 8
This record from the Open Molecules 2025 dataset describes a molecular structure, C38H58CrN9O2SSeSi5Te at a distorted geometry. The level of theory is ωB97M-V/def2-TZVPD.

```
116
Properties=species:S:1:pos:R:3:mulliken_charge:R:1
Cr -0.32 -0.72 1.45 -1.36
N -2.08 0.28 4.04 0.72
C -0.93 -0.36 4.44 -0.32
C -0.56 -0.25 5.78 -1.28
C 0.53 -0.95 6.25 -0.83
C 1.27 -1.69 5.35 -1.32
C 0.87 -1.69 4.03 -1.14
N -0.24 -1.09 3.56 3.37
C -2.93 0.00 2.99 -0.29
C -4.28 0.35 3.13 -1.12
C -5.19 -0.03 2.18 -0.65
C -4.73 -0.78 1.10 -1.11
C -3.38 -1.03 1.01 -0.68
N -2.47 -0.63 1.91 2.29
H -2.45 0.94 4.70 0.33
H -1.17 0.36 6.44 0.52
H 0.79 -0.92 7.30 0.46
H 2.15 -2.24 5.63 0.58
H 1.47 -2.21 3.30 0.28
H -4.58 0.89 4.02 0.48
H -6.24 0.21 2.29 0.44
H -5.39 -1.16 0.34 0.49
H -2.99 -1.63 0.20 0.16
N 2.16 6.25 -1.64 -0.57
C 1.42 5.36 -0.87 0.80
C 0.71 5.81 0.25 -1.00
C -0.06 4.94 1.00 -0.17
C -0.15 3.61 0.62 -0.49
C 0.53 3.15 -0.50 0.00
C 1.32 4.02 -1.23 -0.52
S -1.12 2.46 1.54 1.81
O -1.83 3.12 2.60 -0.85
O -1.94 1.77 0.56 -0.89
N -0.06 1.30 2.08 0.68
C 0.88 1.79 3.00 -0.04
N 1.68 0.91 3.61 0.33
C 2.57 1.38 4.48 -0.62
C 2.72 2.73 4.75 -1.16
C 1.88 3.56 4.05 -0.48
N 0.97 3.12 3.19 -0.56
H 2.46 7.09 -1.19 0.21
H 2.85 5.83 -2.24 0.23
H 0.78 6.86 0.54 0.27
H -0.59 5.27 1.88 0.54
H 0.42 2.12 -0.82 -0.04
H 1.86 3.65 -2.10 -0.16
H 3.19 0.63 4.95 0.55
H 3.46 3.09 5.45 0.43
H 1.92 4.64 4.16 0.46
N 6.87 -0.41 3.04 -0.73
C 5.84 -0.47 2.51 0.00
C 4.58 -0.55 1.89 0.05
C 3.89 -1.79 1.71 -0.66
C 2.61 -1.79 1.26 -1.29
N 1.87 -0.65 1.02 1.80
C 2.61 0.51 0.98 -1.24
C 3.90 0.60 1.39 -0.55
H 4.39 -2.73 1.93 0.48
H 2.11 -2.71 1.02 0.69
H 2.10 1.37 0.58 0.48
H 4.41 1.56 1.36 0.56
C -1.79 -5.71 1.88 -1.39
Si -0.93 -4.20 2.62 0.64
C 0.61 -4.96 3.43 -1.25
C -2.11 -3.71 4.02 -1.10
Se -0.61 -2.79 0.96 -0.59
H -1.91 -6.41 2.71 0.39
H -1.19 -6.20 1.11 0.31
H -2.77 -5.49 1.46 0.27
H 0.37 -6.01 3.60 0.45
H 0.82 -4.50 4.40 0.34
H 1.51 -4.92 2.82 0.27
H -2.65 -4.62 4.31 0.50
H -2.85 -2.96 3.75 0.19
H -1.56 -3.36 4.90 0.28
C -0.44 -3.58 -3.63 -0.84
Si -1.42 -2.04 -4.06 0.65
C -3.15 -2.22 -3.31 -1.06
C -1.70 -1.92 -5.93 -1.06
Si -0.42 -0.11 -3.11 0.20
Te -0.45 -0.95 -0.91 0.61
Si 1.69 -0.13 -4.24 0.58
C 2.72 -1.50 -3.42 -1.07
C 2.65 1.49 -4.00 -0.89
C 1.84 -0.49 -6.10 -1.17
Si -1.36 1.64 -4.31 1.14
C -1.03 1.74 -6.18 -1.21
C -3.26 1.62 -4.23 -1.20
C -0.95 3.42 -3.79 -1.06
H -0.91 -4.50 -3.98 0.42
H -0.38 -3.62 -2.54 0.07
H 0.58 -3.53 -4.01 0.18
H -3.83 -2.84 -3.90 0.46
H -3.60 -1.23 -3.15 0.23
H -3.03 -2.68 -2.32 0.17
H -2.16 -2.82 -6.34 0.42
H -0.76 -1.73 -6.46 0.21
H -2.35 -1.07 -6.14 0.22
H 2.26 -1.70 -2.44 0.13
H 3.76 -1.22 -3.26 0.42
H 2.69 -2.43 -4.00 0.33
H 2.68 1.71 -2.92 0.03
H 2.13 2.32 -4.49 0.26
H 3.67 1.44 -4.37 0.49
H 1.41 -1.47 -6.33 0.25
H 2.90 -0.51 -6.39 0.39
H 1.32 0.25 -6.71 0.28
H -1.13 0.75 -6.65 0.28
H -0.02 2.11 -6.38 0.33
H -1.75 2.42 -6.64 0.37
H -3.66 0.75 -4.76 0.28
H -3.71 2.53 -4.64 0.44
H -3.56 1.53 -3.18 0.25
H 0.11 3.64 -3.92 0.19
H -1.19 3.57 -2.74 0.24
H -1.53 4.14 -4.38 0.44
```

Electronic energy ... -209143.3416 eV
⟨S²⟩ ... 6.082
Net charge ... -1
Spin multiplicity ... 5
LUMO (alpha / beta) ... 0.0765 / 0.0764 Ha
HOMO energy (alpha / beta) ... -2.56 / -4.30 eV